(1)
The following is a quantum chemistry calculation of an isolated molecule of C16H25N3O7S, from the Open Molecules 2025 dataset.

ORCA input file:
```
! RIJCOSX wB97M-V def2-TZVPD def2/J DEFGRID3
* xyz 0 1
C 4.18 0.99 1.77
H 4.34 0.92 2.84
H 4.75 1.83 1.37
H 4.50 0.06 1.29
O 2.79 1.18 1.61
C 2.28 1.18 0.36
C 3.04 1.25 -0.81
C 2.43 1.31 -2.05
C 1.05 1.29 -2.12
C 0.27 1.20 -0.98
C 0.87 1.12 0.27
N 0.14 0.94 1.44
S 0.46 -0.42 2.37
O 1.46 -1.20 1.71
O -0.80 -1.04 2.67
C 1.11 0.24 3.92
H 1.78 1.06 3.69
H 0.27 0.58 4.52
H 1.63 -0.56 4.42
C -1.09 1.64 1.72
H -1.40 1.34 2.72
H -0.90 2.72 1.71
C -2.28 1.39 0.77
O -2.92 2.33 0.34
N -2.54 0.10 0.52
H -2.00 -0.64 0.93
C -3.65 -0.27 -0.34
H -4.37 -0.86 0.23
H -4.12 0.66 -0.66
C -3.19 -1.06 -1.57
C -2.82 -2.51 -1.22
O -1.69 -2.61 -0.37
C -0.54 -3.23 -0.92
C 0.20 -3.91 0.22
H -0.46 -4.60 0.74
H 0.56 -3.16 0.92
H 1.06 -4.47 -0.17
C 0.36 -2.21 -1.63
H 1.19 -2.73 -2.11
H -0.20 -1.66 -2.38
H 0.76 -1.52 -0.89
H -0.86 -3.99 -1.65
H -2.66 -3.07 -2.15
H -3.66 -2.97 -0.69
H -4.02 -1.10 -2.28
H -2.35 -0.56 -2.05
H -0.81 1.18 -1.08
N 0.41 1.28 -3.41
O -0.76 0.96 -3.45
O 1.08 1.57 -4.38
H 3.02 1.37 -2.95
H 4.12 1.28 -0.75
*
```

Values from the calculation:
- gap between HOMO and LUMO (eV) = 8.676
- DFT total energy (Ha) = -1713.7194
- E_HOMO (Eh) = -0.3327
- M (g mol⁻¹) = 403.457

---

(2)
The following is a quantum chemistry calculation of a structure of composition C16H25PtS, from the Open Molecules 2025 dataset.

ORCA input file:
```
! RIJCOSX wB97M-V def2-TZVPD def2/J DEFGRID3
* xyz 1 5
C 0.60 -0.86 -2.83
C 1.69 -1.80 -2.46
C -0.54 -1.47 -3.59
C 1.05 0.46 -3.33
H -0.28 -1.77 -4.63
H -1.37 -0.77 -3.69
H -0.89 -2.38 -3.10
H 2.24 -2.20 -3.34
H 1.30 -2.67 -1.93
H 2.44 -1.29 -1.84
H 1.50 0.42 -4.35
H 1.81 0.89 -2.68
H 0.21 1.16 -3.42
C -1.60 -1.70 2.21
C -2.15 -1.65 0.92
C -1.10 -1.90 -0.07
H -3.19 -1.55 0.66
C 0.17 -2.10 0.70
C -0.18 -1.89 2.10
H 0.52 -2.06 2.91
H -2.17 -1.61 3.13
H -1.21 -2.01 -1.14
H 1.13 -2.34 0.26
C -0.73 2.84 0.38
C -1.77 2.10 1.03
C -2.16 1.04 0.15
H -2.30 2.40 1.93
C -1.22 1.02 -0.99
C -0.35 2.20 -0.82
H 0.34 2.57 -1.56
H -0.42 3.83 0.71
H -3.10 0.47 0.14
H -1.39 0.40 -1.88
Pt -0.21 -0.04 0.49
C 1.26 2.65 2.92
S 1.59 0.99 2.14
C 1.70 0.10 3.69
H 0.73 3.31 2.21
H 2.24 3.03 3.17
H 0.64 2.44 3.81
H 2.17 -0.84 3.44
H 2.32 0.64 4.43
H 0.69 -0.07 4.11
*
```

Values from the calculation:
- gap between HOMO and LUMO (spin up / spin down) (eV) = 8.049 / 6.329
- DFT total energy (Ha) = -1141.6768
- E_HOMO (spin up / spin down) (Eh) = -0.3756 / -0.4246
- expectation value of S² = 6.027
- energy relative to the best compared isomer or geometry (same formula, charge and spin) (kcal/mol) = 11.2
- M (g mol⁻¹) = 444.521

---

(3)
The following is a quantum chemistry calculation of a structure of composition C16H26As2F6GeIrN2OS5, from the Open Molecules 2025 dataset.

ORCA input file:
```
! RIJCOSX wB97M-V def2-TZVPD def2/J DEFGRID3
* xyz -2 6
Ir 0.84 0.10 -0.04
C -1.06 5.27 2.48
C -0.57 5.56 1.07
N 0.44 4.61 0.62
C 1.82 5.00 0.88
C 2.45 5.77 -0.27
C 0.08 3.43 0.06
S 1.38 2.46 -0.56
N -1.22 3.22 0.01
C -1.80 2.06 -0.39
O -1.27 0.97 -0.65
C -3.30 2.14 -0.45
C -4.03 0.96 -0.49
C -5.42 1.00 -0.52
C -6.08 2.22 -0.52
C -5.35 3.40 -0.48
C -3.97 3.36 -0.43
H -1.78 6.03 2.80
H -0.23 5.26 3.19
H -1.55 4.29 2.52
H -0.12 6.55 1.02
H -1.41 5.53 0.37
H 2.41 4.10 1.09
H 1.82 5.61 1.79
H 2.50 5.14 -1.16
H 3.46 6.09 -0.02
H 1.86 6.67 -0.51
H -3.51 0.01 -0.47
H -5.97 0.07 -0.51
H -7.16 2.25 -0.54
H -5.86 4.36 -0.47
H -3.38 4.27 -0.37
S 4.21 -3.37 -1.20
As 3.30 -1.47 -1.47
S 3.38 -0.05 0.16
S 1.15 -1.41 -1.86
S 4.57 -1.12 -3.15
F -2.85 -1.97 0.49
As -3.88 -2.77 1.65
F -3.80 -4.24 0.73
F -2.49 -3.24 2.58
F -4.93 -3.54 2.81
F -3.98 -1.28 2.57
F -5.28 -2.28 0.72
C 1.25 1.95 3.35
Ge -0.16 0.58 3.22
C -0.21 -0.37 4.94
C -1.90 1.43 2.97
C 0.22 -0.69 1.80
H 1.14 2.55 4.26
H 1.21 2.61 2.49
H 2.24 1.48 3.36
H -0.47 0.32 5.75
H 0.75 -0.83 5.17
H -0.97 -1.15 4.90
H -2.22 1.90 3.91
H -2.64 0.69 2.68
H -1.86 2.20 2.20
H -0.70 -1.27 1.61
H 1.01 -1.38 2.10
*
```

Values from the calculation:
- gap between HOMO and LUMO (spin up / spin down) (eV) = 6.048 / 6.359
- DFT total energy (Ha) = -10053.2050
- E_HOMO (spin up / spin down) (Eh) = -0.0718 / -0.1231
- expectation value of S² = 8.771
- energy relative to the best compared isomer or geometry (same formula, charge and spin) (kcal/mol) = 0.0
- M (g mol⁻¹) = 951.391

---

(4)
The following is a quantum chemistry calculation of a structure of composition C16H26B4F16N3O3V, from the Open Molecules 2025 dataset.

ORCA input file:
```
! RIJCOSX wB97M-V def2-TZVPD def2/J DEFGRID3
* xyz 0 1
O 3.33 0.73 0.30
V 3.46 2.34 0.75
O 2.68 3.28 -0.27
C 0.22 -4.66 3.06
N -0.25 -5.51 1.91
C -1.52 -6.10 1.77
C -1.79 -6.72 0.52
C -0.90 -6.87 -0.51
C 0.26 -6.15 -0.32
C 0.61 -5.51 0.82
C -1.25 -7.47 -1.85
C -2.46 -7.07 -2.46
C -2.78 -7.56 -3.68
N -1.95 -8.45 -4.33
C -0.77 -8.87 -3.75
C -0.40 -8.30 -2.52
C -2.35 -8.90 -5.63
H 0.76 -3.77 2.73
H 0.96 -5.17 3.68
H -0.60 -4.34 3.70
H -2.13 -6.05 2.66
H -2.81 -7.04 0.36
H 0.94 -6.02 -1.14
H 1.53 -4.95 0.93
H -3.19 -6.40 -2.03
H -3.67 -7.28 -4.23
H -0.10 -9.42 -4.38
H 0.58 -8.36 -2.08
H -2.32 -8.03 -6.28
H -3.33 -9.37 -5.63
H -1.58 -9.60 -5.97
C -3.18 5.44 -2.42
C -3.87 6.46 -1.52
C -3.01 7.48 -0.82
O -3.59 8.62 -0.28
C -4.01 8.40 1.09
N -5.09 7.14 -2.20
H -5.63 6.38 -2.58
H -5.58 7.66 -1.48
H -4.80 7.78 -2.92
H -3.90 4.83 -2.96
H -2.54 4.77 -1.84
H -2.55 6.07 -3.05
H -4.29 5.88 -0.70
H -2.29 7.93 -1.51
H -2.40 6.96 -0.08
H -4.64 9.25 1.36
H -3.05 8.53 1.59
H -4.42 7.40 1.21
B 6.06 -0.33 5.31
F 5.34 0.50 4.52
F 5.31 -0.94 6.27
F 6.61 -1.33 4.51
F 6.94 0.42 6.05
B -0.74 1.74 3.29
F -1.48 2.84 3.09
F -0.90 0.93 2.22
F 0.54 2.17 3.38
F -1.10 1.12 4.44
B 8.48 3.48 -1.36
F 7.80 3.13 -0.18
F 8.50 2.31 -2.07
F 7.73 4.49 -2.00
F 9.73 3.93 -1.10
B 4.17 7.22 3.34
F 2.84 7.44 3.32
F 4.81 7.79 4.49
F 4.49 5.90 3.36
F 4.54 7.80 2.14
*
```

Values from the calculation:
- gap between HOMO and LUMO (eV) = 1.790
- DFT total energy (Ha) = -3656.8162
- E_HOMO (Eh) = -0.2791
- M (g mol⁻¹) = 706.562

---

(5)
The following is a quantum chemistry calculation of a cluster of 3 separate species, C16H26BF2IN3O10 in total, from the Open Molecules 2025 dataset.

ORCA input file:
```
! RIJCOSX wB97M-V def2-TZVPD def2/J DEFGRID3
* xyz 1 1
C 0.67 3.29 -2.35
C 1.51 2.48 -1.37
O 1.08 1.12 -1.27
C -0.15 0.98 -0.61
C -0.11 -0.06 0.53
N 1.03 -1.02 0.40
C 0.52 -2.39 0.17
C 0.33 -3.02 1.62
I 1.87 -4.58 1.78
N 0.61 -1.86 2.44
B 0.66 -1.95 3.95
C 1.89 -2.38 4.82
O -0.48 -1.59 4.58
C 1.54 -1.19 1.70
N 2.72 -0.81 2.05
C 3.60 -0.09 1.15
C 3.53 1.41 1.43
O 2.49 1.97 1.69
O 4.73 2.05 1.29
H -0.20 3.73 -1.88
H 0.31 2.67 -3.16
H 1.30 4.07 -2.77
H 1.51 2.96 -0.40
H 2.54 2.44 -1.71
H -0.95 0.73 -1.31
H -0.43 1.94 -0.17
H -0.07 0.46 1.48
H -1.03 -0.62 0.52
H -0.32 -2.45 -0.51
H 1.33 -2.93 -0.29
H -0.63 -3.47 1.80
H 1.52 -2.90 5.69
H 2.63 -2.99 4.31
H 2.38 -1.48 5.19
H -1.17 -1.42 3.93
H 3.04 -1.00 2.99
H 3.28 -0.25 0.12
H 4.62 -0.44 1.22
H 5.08 2.25 2.17
C -0.70 2.66 -7.64
C 0.36 3.15 -6.69
O -0.40 3.52 -5.55
C -1.52 2.73 -5.54
O -2.23 2.59 -4.61
O -1.68 2.13 -6.74
F 1.01 4.24 -7.16
H -1.13 3.48 -8.21
H -0.35 1.89 -8.32
H 1.10 2.39 -6.40
C -5.63 -2.10 2.94
C -4.76 -3.18 2.34
O -3.71 -2.42 1.75
C -3.60 -1.26 2.46
O -2.67 -0.52 2.38
O -4.67 -1.08 3.24
F -5.39 -3.89 1.39
H -6.35 -1.72 2.21
H -6.16 -2.42 3.83
H -4.33 -3.87 3.08
*
```

Values from the calculation:
- gap between HOMO and LUMO (eV) = 8.823
- DFT total energy (Ha) = -2064.0652
- E_HOMO (Eh) = -0.4431
- M (g mol⁻¹) = 596.107

---

(6)
The following is a quantum chemistry calculation of a structure of composition C16H26BN2NaO5, from the Open Molecules 2025 dataset.

ORCA input file:
```
! RIJCOSX wB97M-V def2-TZVPD def2/J DEFGRID3
* xyz 0 1
C -1.17 -3.05 0.99
C 0.32 -3.13 1.35
C 1.02 -4.23 0.51
C 1.06 -1.76 1.33
C 0.42 -0.62 0.60
O 0.96 0.59 1.15
B 1.09 1.57 0.14
C 2.32 2.60 0.33
C 3.66 1.92 0.05
O 4.00 2.03 -1.34
O -0.18 2.44 -0.11
C -1.00 2.58 0.90
O -0.67 2.96 1.99
C -2.42 2.24 0.61
C -2.90 2.19 -0.70
C -4.22 1.86 -0.99
C -5.09 1.56 0.06
C -4.63 1.62 1.38
C -3.30 1.97 1.66
O 1.32 0.78 -1.10
C 0.69 -0.45 -0.94
N -0.59 -0.49 -1.69
C 1.61 -1.51 -1.57
N 1.78 -1.33 -3.02
H -1.35 -2.51 0.07
H -1.53 -4.07 0.83
H -1.74 -2.65 1.81
H 0.36 -3.48 2.38
H 1.11 -5.14 1.10
H 1.98 -3.93 0.13
H 0.41 -4.50 -0.35
H 2.07 -1.93 0.96
H 1.18 -1.43 2.36
H -0.65 -0.52 0.77
H 2.16 3.42 -0.40
H 2.31 3.05 1.32
H 3.63 0.89 0.38
H 4.46 2.43 0.62
H 3.98 1.16 -1.75
H -2.21 2.41 -1.50
H -4.55 1.82 -2.01
H -6.11 1.28 -0.15
H -5.30 1.40 2.19
H -2.95 2.02 2.68
H -1.38 -0.48 -1.06
H -0.62 0.36 -2.24
H 1.15 -2.48 -1.43
H 2.60 -1.50 -1.12
H 1.65 -0.35 -3.26
H 1.02 -1.81 -3.48
Na 4.24 4.21 -0.44
*
```

Values from the calculation:
- gap between HOMO and LUMO (eV) = 6.660
- DFT total energy (Ha) = -1298.2541
- E_HOMO (Eh) = -0.3063
- M (g mol⁻¹) = 360.195

---

(7)
The following is a quantum chemistry calculation of a structure of composition C16H26BeN2Si, from the Open Molecules 2025 dataset.

ORCA input file:
```
! RIJCOSX wB97M-V def2-TZVPD def2/J DEFGRID3
* xyz 0 1
C 2.86 -1.03 -0.42
C 2.46 -2.00 0.76
H 3.04 -1.56 -1.36
H 3.85 -0.67 -0.13
H 2.32 -0.09 -0.57
H 1.70 -2.80 0.52
H 3.35 -2.60 0.92
H 2.29 -1.48 1.73
C 0.70 -0.52 -2.70
C -0.23 -0.22 -3.68
C -1.58 -0.51 -3.48
C -1.96 -1.04 -2.25
H 1.77 -0.32 -2.84
H 0.12 0.24 -4.60
H -2.32 -0.33 -4.25
H -2.99 -1.27 -2.02
N 0.34 -1.07 -1.51
C -1.00 -1.26 -1.27
C -1.32 -1.58 0.11
N -0.21 -1.58 0.93
C -0.38 -1.74 2.26
C -2.76 -1.94 1.99
C -1.64 -1.91 2.83
H 0.55 -1.77 2.85
H -1.72 -2.03 3.91
C -2.59 -1.78 0.62
H -3.43 -1.77 -0.08
H -3.75 -2.09 2.40
Be 1.11 -1.47 -0.09
C 1.00 1.68 1.02
H 1.12 1.03 0.14
H 0.87 1.04 1.91
H 1.93 2.25 1.14
C -2.03 1.97 1.34
Si -0.47 2.81 0.73
C -0.66 3.06 -1.13
C -0.10 4.42 1.63
H -2.50 1.39 0.53
H -2.76 2.72 1.69
H -1.83 1.28 2.17
H -0.98 4.09 -1.34
H 0.28 2.88 -1.66
H -1.41 2.37 -1.54
H -0.77 5.22 1.30
H -0.22 4.29 2.72
H 0.93 4.74 1.44
*
```

Values from the calculation:
- gap between HOMO and LUMO (spin up / spin down) (eV) = 4.332 / 4.328
- DFT total energy (Ha) = -1038.9913
- E_HOMO (spin up / spin down) (Eh) = -0.1585 / -0.1584
- M (g mol⁻¹) = 283.496

---

(8)
The following is a quantum chemistry calculation of a structure of composition C16H26CaN2Si, from the Open Molecules 2025 dataset.

ORCA input file:
```
! RIJCOSX wB97M-V def2-TZVPD def2/J DEFGRID3
* xyz 0 1
C 1.76 1.93 -3.62
C 2.94 0.99 -3.56
H 1.03 1.60 -4.36
H 2.17 2.86 -4.01
H 1.24 2.19 -2.70
H 2.81 0.01 -3.10
H 3.26 0.81 -4.58
H 3.80 1.45 -3.06
C -3.12 0.37 -0.29
C -4.37 -0.01 0.19
C -4.46 -1.22 0.92
C -3.35 -2.00 1.19
H -2.90 1.30 -0.80
H -5.22 0.66 -0.01
H -5.44 -1.56 1.24
H -3.43 -2.96 1.72
N -2.05 -0.45 -0.15
C -2.12 -1.54 0.67
C -0.88 -2.25 1.01
N 0.29 -1.80 0.47
C 1.38 -2.38 1.02
C 0.15 -4.06 2.24
C 1.36 -3.51 1.82
H 2.29 -1.90 0.77
H 2.29 -3.97 2.12
C -0.98 -3.38 1.83
H -1.94 -3.77 2.08
H 0.08 -4.97 2.81
Ca 0.36 -0.15 -1.40
C 2.47 0.55 -0.43
H 3.18 -0.25 -0.81
H 2.73 0.53 0.65
H 2.99 1.48 -0.78
C -0.49 3.38 0.59
Si -0.15 1.98 1.80
C 1.34 2.37 2.90
C -1.65 1.81 2.94
H 0.34 3.57 -0.10
H -0.59 4.26 1.25
H -1.42 3.26 0.03
H 1.12 3.33 3.42
H 1.50 1.55 3.63
H 2.24 2.50 2.26
H -1.74 2.73 3.54
H -2.58 1.67 2.37
H -1.52 0.95 3.62
*
```

Values from the calculation:
- gap between HOMO and LUMO (spin up / spin down) (eV) = 3.814 / 5.462
- DFT total energy (Ha) = -1701.7737
- E_HOMO (spin up / spin down) (Eh) = -0.1632 / -0.2311
- energy relative to the best compared isomer or geometry (same formula, charge and spin) (kcal/mol) = 24.5
- M (g mol⁻¹) = 314.562

---

(9)
The following is a quantum chemistry calculation of a structure of composition C16H26ClKN2OS2, from the Open Molecules 2025 dataset.

ORCA input file:
```
! RIJCOSX wB97M-V def2-TZVPD def2/J DEFGRID3
* xyz 0 1
K 0.23 1.28 -0.17
Cl 1.87 5.91 0.56
C 2.27 4.21 0.34
C 2.38 3.67 -0.94
C 2.67 2.33 -1.12
C 2.84 1.41 -0.01
C 2.89 0.03 -0.17
C 2.85 2.06 1.28
C 2.55 3.40 1.44
H 2.24 4.32 -1.79
H 2.76 1.93 -2.12
H 3.14 -0.60 0.67
H 3.04 -0.39 -1.16
H 3.07 1.45 2.15
H 2.54 3.83 2.44
O -1.91 0.93 -0.83
S -2.72 -0.23 -0.29
C -4.47 0.23 -0.49
C -5.15 -0.86 -1.31
C -4.12 -1.25 -2.38
C -2.83 -1.48 -1.61
H -4.42 1.18 -1.02
H -4.91 0.39 0.50
H -6.09 -0.51 -1.74
H -5.38 -1.73 -0.68
H -3.99 -0.43 -3.09
H -4.43 -2.14 -2.94
H -1.92 -1.36 -2.20
H -2.81 -2.46 -1.13
C -1.47 -2.74 3.46
N -2.37 -1.60 3.24
C -3.61 -2.02 2.59
C -1.84 -0.37 2.97
S -0.23 -0.13 2.59
N -2.74 0.65 3.01
C -2.33 1.99 2.61
C -3.82 0.68 4.00
H -2.06 -3.55 3.88
H -0.68 -2.47 4.16
H -1.01 -3.08 2.53
H -3.39 -2.65 1.72
H -4.19 -1.17 2.25
H -4.23 -2.61 3.27
H -1.66 1.98 1.76
H -1.80 2.49 3.42
H -3.23 2.57 2.37
H -3.90 -0.27 4.53
H -4.78 0.91 3.54
H -3.61 1.45 4.74
*
```

Values from the calculation:
- gap between HOMO and LUMO (eV) = 4.736
- DFT total energy (Ha) = -2666.4570
- E_HOMO (Eh) = -0.1797
- energy relative to the best compared isomer or geometry (same formula, charge and spin) (kcal/mol) = 0.0
- M (g mol⁻¹) = 401.082

---

The lowest DFT total energy belongs to which entry? C16H26As2F6GeIrN2OS5

---

Which formula does entry 1 have? C16H25N3O7S

---

What is the M in the fourth record? 706.562 g mol⁻¹